Below is a cluster of 2 separate species, C18H39N4O3 in total, with properties calculated with wB97M-V/def2-TZVPD.

## Properties
Molar mass, g/mol: 359.5
E_LUMO, eV: 2.66
Orbital gap, eV: 4.05
Total charge: -1

Each line ends with the Mulliken charge.
Element x y z (Å)
N -3.90244 -0.08799 1.35089  -0.678
C -2.94701 -1.09578 0.77221  0.032
C -2.50577 -0.75245 -0.73280  -0.307
C -3.52421 -1.39844 -1.80776  -0.699
C -3.11148 -1.12185 -3.32727  -0.323
C -1.58693 -1.64230 -3.57175  -0.706
O -0.66479 -0.53431 -3.43222  -0.217
C -0.47383 0.16380 -4.63388  0.238
O -1.31057 0.07179 -5.57470  -0.553
N 0.71944 0.99620 -4.91303  -0.304
C 0.78091 2.20230 -4.03430  -0.424
C -0.18391 3.40393 -4.45992  -0.696
C -0.64414 3.40958 -5.98726  -0.101
N -1.56756 4.60587 -6.15120  -0.645
H -4.08071 -0.38025 2.33018  0.245
H -4.81137 -0.11939 0.85494  0.216
H -2.00109 -1.10652 1.43953  0.068
H -3.42856 -2.14656 0.76162  0.193
H -1.42413 -1.08582 -0.91003  0.159
H -2.56044 0.37975 -0.89595  0.203
H -4.56757 -0.96814 -1.62989  0.270
H -3.58070 -2.51379 -1.56704  0.293
H -3.12109 -0.02638 -3.62999  0.291
H -3.76089 -1.72672 -4.05232  0.247
H -1.41946 -2.42963 -2.74802  0.437
H -1.49317 -2.21469 -4.55444  0.386
H 1.51095 0.39585 -4.59859  0.355
H 1.86180 2.59463 -4.10146  0.387
H 0.60533 1.98867 -2.91990  0.217
H -1.07567 3.48346 -3.75061  0.285
H 0.42140 4.37560 -4.30694  0.307
H 0.23279 3.45534 -6.73075  0.197
H -1.27302 2.51181 -6.29900  0.144
H -1.56734 5.14600 -5.26888  0.264
H -2.53565 4.26994 -6.29110  0.255
C 1.68023 -3.08752 3.91577  -1.736
C 1.27988 -1.63719 4.25623  1.534
C 2.29687 -1.04031 5.25432  -1.348
C 3.67388 -0.73477 4.67402  -0.572
C 3.64853 -0.41963 3.18031  -1.483
C 2.28672 0.07579 2.64521  1.967
N 1.27373 -0.92988 2.96521  0.307
O 0.00416 -0.59205 2.50367  -0.867
C 2.43043 0.16397 1.11163  -1.994
C 2.00159 1.49325 3.18189  -1.707
C -0.06574 -1.69688 5.01009  -1.792
H 0.95373 -3.54593 3.23982  0.364
H 1.72985 -3.71254 4.81827  0.354
H 2.65735 -3.13833 3.42936  0.339
H 1.88932 -0.11364 5.67289  0.325
H 2.42019 -1.71065 6.11602  0.531
H 4.10790 0.10785 5.22449  0.325
H 4.34748 -1.58110 4.84737  0.334
H 4.43854 0.30724 2.95539  0.530
H 3.93307 -1.32850 2.63746  0.311
H 2.58774 -0.82754 0.67555  0.417
H 3.29004 0.78671 0.83388  0.364
H 1.54618 0.60349 0.64155  0.356
H 2.80373 2.18329 2.88970  0.394
H 1.92843 1.53073 4.27186  0.320
H 1.07120 1.89838 2.77579  0.322
H 0.03269 -2.28915 5.92829  0.381
H -0.85021 -2.16974 4.41502  0.290
H -0.40661 -0.69886 5.30059  0.392

Below is a structure of composition C19H38AlCl9NO4S, with properties calculated with wB97M-V/def2-TZVPD.

## Properties
Molar mass, g/mol: 722.6
E_LUMO, eV: 2.13
Orbital gap, eV: 6.14
Total charge: -1

Each line ends with the Mulliken charge.
Element x y z (Å)
C 2.51138 -3.43763 0.88853  -1.099
C 1.26600 -3.53946 1.43194  -0.228
C 0.24053 -2.45135 1.57995  -0.820
Al 0.21213 -1.03134 0.11377  -1.080
C -1.32897 -1.50990 -1.13918  -0.918
C -1.35136 -0.68505 -2.43932  0.266
C -2.80135 -0.58311 -2.99602  -0.669
C -3.53551 0.39888 -2.12193  -0.635
O -4.98337 0.30823 -2.32555  -0.361
C -5.71359 0.68632 -1.25328  0.691
C -5.36696 1.96937 -0.52973  -0.635
O -6.63975 0.00885 -0.88508  -0.603
C -0.15714 0.74486 1.07920  -0.264
C -0.16837 1.98347 0.14350  0.652
C 0.90315 3.01761 0.50771  -0.336
C 0.90915 4.25424 -0.39993  -1.100
S 1.59665 4.05568 -2.02840  1.016
O 0.94407 3.02023 -2.76729  -0.467
O 1.56143 5.34654 -2.65812  -0.599
Cl 3.55481 3.53834 -1.77651  -0.196
N 1.75638 -0.96829 -0.96664  -0.026
C 2.66354 0.14917 -0.77073  0.825
C 4.03143 -0.11180 -1.42420  -1.574
H 3.27917 -2.73770 1.20317  0.447
H 2.72672 -4.06315 0.02464  0.346
H 0.99306 -4.51804 1.83928  0.333
H -0.73134 -2.95867 1.55377  0.334
H 0.26258 -1.94378 2.56088  0.394
H -1.14006 -2.55140 -1.43516  0.316
H -2.29355 -1.51811 -0.62444  0.606
H -0.73661 -1.13522 -3.21447  0.507
H -1.02634 0.35012 -2.29281  -0.515
H -2.82018 -0.18755 -4.01307  0.194
H -3.23971 -1.57666 -2.94703  0.386
H -3.32061 0.25523 -1.06505  0.338
H -3.23467 1.42305 -2.36137  0.311
H -6.02759 2.04217 0.32531  0.311
H -4.32558 1.99281 -0.21958  0.109
H -5.52837 2.83700 -1.17051  0.272
H 0.66334 0.84784 1.80227  0.131
H -1.09853 0.61509 1.61529  0.246
H -0.03555 1.71777 -0.90395  -0.439
H -1.12289 2.50646 0.27806  0.208
H 1.89542 2.57501 0.59975  0.317
H 0.64487 3.39922 1.49485  0.120
H 1.50882 5.02296 0.08907  0.453
H -0.09498 4.66288 -0.48766  0.382
H 1.54906 -1.08675 -1.95080  0.267
H 2.83842 0.35689 0.28588  0.251
H 2.25917 1.02822 -1.28994  -0.462
H 4.39876 -1.10733 -1.17971  0.388
H 3.97709 0.01115 -2.50684  0.307
H 4.76566 0.62376 -1.07442  0.347
C 0.85049 3.54324 5.12496  -0.429
Cl -0.21009 4.93097 4.81321  -0.184
Cl 0.64782 2.27523 3.91830  0.037
H 1.87828 3.88623 5.10520  0.297
H 0.60975 3.13839 6.10172  0.280
C 5.74744 -5.80246 2.85128  -0.320
Cl 4.44849 -5.02827 1.91731  -0.072
Cl 6.16954 -4.87268 4.30315  -0.188
H 5.41785 -6.78728 3.16184  0.268
H 6.63264 -5.88328 2.23029  0.265
C -1.77903 -0.28125 6.12887  -0.412
Cl -1.95813 0.15729 4.43187  -0.028
Cl -0.07870 -0.38025 6.61634  -0.160
H -2.26508 0.47319 6.73632  0.290
H -2.24024 -1.24839 6.28964  0.300
C -1.84535 -2.11081 -6.90056  -0.330
Cl -1.09347 -0.51386 -7.02182  -0.152
Cl -1.88724 -2.69247 -5.23657  -0.071
H -2.86200 -2.04222 -7.26929  0.256
H -1.27286 -2.80847 -7.50017  0.309

Below is a cluster of 6 separate species, C12H34N2O10 in total, with properties calculated with wB97M-V/def2-TZVPD.

## Properties
Molar mass, g/mol: 366.4
E_LUMO, eV: 0.15
Orbital gap, eV: 9.40
Structure (SMILES): CC(N)=O.CC(N)=O.OCCO.OCCO.OCCO.OCCO

Each line ends with the Mulliken charge.
Element x y z (Å)
C 1.75876 -2.46328 4.49999  -1.119
C 1.92255 -2.33430 3.00293  0.743
N 1.04908 -1.53312 2.34109  -0.127
O 2.91386 -2.77952 2.44026  -0.731
H 0.71734 -2.55392 4.81422  0.389
H 2.24950 -1.63157 4.99898  0.246
H 2.25531 -3.38508 4.79964  0.324
H 0.20475 -1.18770 2.75702  0.118
H 1.17239 -1.49711 1.33977  0.103
C -3.80146 -2.95702 -2.16311  -0.783
C -3.76076 -1.83420 -3.15899  0.643
N -4.84574 -1.00531 -3.17222  -0.409
O -2.79945 -1.63797 -3.88816  -0.715
H -4.66900 -2.93007 -1.50919  0.365
H -2.88144 -2.95745 -1.58023  0.147
H -3.79560 -3.90863 -2.70008  0.299
H -4.79288 -0.17669 -3.74144  0.240
H -5.54188 -1.03860 -2.45095  0.199
O 1.29999 2.19623 -2.89030  -0.467
C 2.45758 1.63027 -3.53043  -0.505
C 2.78721 0.38080 -2.78974  0.478
O 1.90356 -0.67627 -3.06014  -0.559
H 0.93900 2.87471 -3.46682  0.262
H 2.24799 1.44139 -4.58665  0.311
H 3.29181 2.34560 -3.49121  0.368
H 2.78678 0.58329 -1.71056  -0.563
H 3.78161 -0.00070 -3.02499  0.417
H 0.96881 -0.45757 -2.92317  0.400
O 0.68132 0.81509 -0.05428  -0.322
C -0.72061 0.92108 -0.25726  -0.430
C -1.31062 -0.30078 -0.88971  0.116
O -0.75000 -0.56230 -2.16805  -0.412
H 1.10098 1.38843 -0.70668  0.047
H -1.16117 1.00317 0.73948  -0.076
H -0.97059 1.80562 -0.84832  0.380
H -2.39240 -0.13762 -0.98940  0.173
H -1.22098 -1.15076 -0.19965  0.151
H -1.50643 -0.76145 -2.73504  0.214
O 4.94758 -0.76016 2.16666  -0.519
C 4.22174 0.45626 2.09273  -0.190
C 4.31662 1.09210 0.74327  -0.265
O 5.63614 1.51692 0.45395  -0.598
H 4.29802 -1.45894 2.32166  0.373
H 3.19570 0.36292 2.47004  0.191
H 4.65258 1.15070 2.83680  0.253
H 3.63445 1.94302 0.67262  0.349
H 3.97557 0.38182 -0.02069  0.109
H 6.12562 0.75901 0.12385  0.340
O -3.57409 0.22436 1.51689  -0.461
C -4.16426 1.46658 1.22217  -0.439
C -3.49415 2.60124 1.95071  -0.306
O -3.36725 2.24214 3.32042  -0.557
H -3.30500 0.23832 2.44227  0.303
H -4.08823 1.65269 0.15014  0.271
H -5.22583 1.43316 1.49950  0.345
H -4.10241 3.50511 1.79589  0.332
H -2.52623 2.82339 1.48769  0.238
H -2.72572 2.84266 3.70680  0.317

Below is an isolated molecule of C5H10O, with properties calculated with wB97M-V/def2-TZVPD.

## Properties
Molar mass, g/mol: 86.1
E_LUMO, eV: 0.82
Orbital gap, eV: 9.15

Each line ends with the Mulliken charge.
Element x y z (Å)
C -0.91575 -0.73428 -1.22973  -1.462
C 0.44281 -0.10055 -0.93207  0.682
C 0.55301 1.00774 0.15913  -0.389
C -0.57264 1.03937 1.18318  -1.147
C 1.44981 -0.95268 -0.19712  -0.791
O 0.77943 -1.63069 0.73664  -0.324
H -1.39765 -1.11361 -0.32617  0.336
H -0.76802 -1.58903 -1.90155  0.375
H -1.60285 -0.04204 -1.72753  0.345
H 0.88784 0.26904 -1.86254  0.335
H 0.77252 1.98634 -0.27061  0.428
H -0.68068 0.06042 1.66210  0.273
H -0.35054 1.77421 1.96336  0.381
H -1.53835 1.30139 0.73774  0.269
H 1.49972 0.74647 0.68353  0.275
H 1.44133 -2.02212 1.32165  0.412

Below is a structure of composition C27H40N10O3P2Sc, with properties calculated with wB97M-V/def2-TZVPD.

## Properties
Molar mass, g/mol: 659.6
E_LUMO, eV: -8.71
Orbital gap, eV: 7.49
Total charge: +3

Each line ends with the Mulliken charge.
Element x y z (Å)
Sc 0.61249 0.75741 0.78419  0.453
C 1.05128 -3.18508 3.04618  -0.856
C 2.40480 -3.19576 3.33602  -0.713
C 3.15042 -2.04532 3.11878  -0.789
C 2.51649 -0.91992 2.62369  1.002
N 1.20442 -0.91764 2.31009  0.211
C 0.49648 -2.03082 2.52145  -0.341
C 3.19158 0.39743 2.48708  0.294
C 4.43911 0.69845 3.00644  -1.067
C 4.87223 2.01573 2.96459  -0.871
C 4.03330 3.00776 2.47689  -0.921
C 2.79767 2.63734 1.97546  0.401
N 2.43282 1.34675 1.92113  0.604
C 1.72830 3.58793 1.57109  1.021
C 1.90323 4.95781 1.51031  -0.895
C 0.81128 5.76188 1.21088  -0.631
C -0.42048 5.17249 0.97962  -0.934
C -0.50943 3.79286 1.03271  -0.075
N 0.53490 3.01309 1.32287  0.104
H 0.42753 -4.04958 3.22512  0.510
H 2.87743 -4.08114 3.74050  0.494
H 4.20534 -2.03007 3.34971  0.445
H -0.55820 -1.98083 2.27738  0.718
H 5.05307 -0.05994 3.46839  0.436
H 5.84365 2.27694 3.36315  0.486
H 4.33375 4.04381 2.52402  0.455
H 2.86771 5.40556 1.70030  0.449
H 0.92389 6.83704 1.16903  0.493
H -1.29747 5.76462 0.76069  0.489
H -1.44697 3.28559 0.84197  0.415
C -4.40416 -0.96566 -1.32390  -0.954
N -3.39335 -0.03293 -0.79182  0.667
C -3.85079 1.36419 -0.75499  -0.671
P -2.31294 -0.62927 0.25502  -0.740
O -1.38908 0.51174 0.68677  -0.431
O -1.50064 -1.76319 -0.51700  0.912
P -0.01229 -1.82136 -1.13924  -0.660
O 0.90017 -0.80480 -0.48114  -0.613
N 0.46584 -3.31511 -0.75384  0.709
C -0.35475 -4.48482 -1.10807  -1.056
C 1.89401 -3.62774 -0.58332  -0.976
N -0.23925 -1.41892 -2.69360  0.967
C 0.91517 -0.96843 -3.49467  -1.088
C -1.25652 -2.10955 -3.50440  -0.825
N -2.87739 -1.43125 1.54392  0.798
C -3.25050 -2.85621 1.52695  -0.822
C -3.67155 -0.63311 2.50109  -1.032
H -4.64207 -0.68441 -2.34859  0.375
H -5.31767 -0.93409 -0.72708  0.300
H -4.02298 -1.98674 -1.33454  0.254
H -4.12728 1.66402 -1.76572  0.322
H -3.05543 2.01378 -0.40070  0.045
H -4.72498 1.47524 -0.11118  0.327
H -1.39142 -4.19921 -1.27893  0.304
H -0.32655 -5.20155 -0.28790  0.337
H 0.02739 -4.96678 -2.00935  0.319
H 2.44140 -2.74639 -0.25897  0.205
H 2.32552 -4.00680 -1.51111  0.315
H 1.98626 -4.39586 0.18438  0.358
H 1.62593 -0.42894 -2.87300  0.203
H 0.54715 -0.29714 -4.27023  0.393
H 1.41426 -1.81269 -3.97425  0.344
H -2.13748 -2.34092 -2.90913  0.112
H -0.86348 -3.02907 -3.94265  0.289
H -1.55715 -1.44498 -4.31314  0.380
H -2.59353 -3.41817 0.86836  0.118
H -4.28739 -2.99251 1.21460  0.327
H -3.14386 -3.24778 2.53811  0.402
H -3.33473 0.40254 2.50997  0.252
H -3.52341 -1.04441 3.49813  0.392
H -4.73464 -0.67075 2.25643  0.322
N -0.96592 2.46583 -4.33934  -0.348
C 0.02355 2.43979 -3.42280  0.388
C -0.17082 1.88657 -2.13789  -0.511
N 0.82375 1.85098 -1.26477  1.266
C 2.01540 2.34948 -1.62479  -0.611
C 2.18913 2.87690 -2.89390  -0.686
N 1.21167 2.92419 -3.78550  -0.591
H -1.91211 2.22918 -4.10541  0.171
H -0.79518 2.93573 -5.21429  0.279
H -1.12602 1.46445 -1.84775  0.125
H 2.82893 2.31710 -0.91134  0.508
H 3.15117 3.27544 -3.19323  0.442

Below is a cluster of 2 separate species, C4H7NO in total, with properties calculated with wB97M-V/def2-TZVPD.

## Properties
Molar mass, g/mol: 85.1
E_LUMO, eV: 0.93
Orbital gap, eV: 10.76
Structure (SMILES): CC(C)=O.C#N

Each line ends with the Mulliken charge.
Element x y z (Å)
C 1.59015 0.16385 1.13373  -1.028
C 0.46521 -0.21276 0.18049  0.782
C 0.82901 0.21041 -1.21872  -1.080
O -0.58576 -0.65514 0.65926  -0.533
H 1.82899 -0.72459 1.75593  0.318
H 1.26565 0.94031 1.83179  0.265
H 2.51306 0.40203 0.62740  0.348
H 1.45994 1.13438 -1.09314  0.285
H 0.00445 0.41308 -1.94048  0.319
H 1.29214 -0.47194 -1.87733  0.319
C -3.52474 -0.43884 -0.03305  0.058
N -3.48593 0.63320 -0.32400  -0.339
H -3.65219 -1.39399 0.29816  0.285

Q: What is the formula in the fourth record?
A: C5H10O